ORCA calculation (wB97M-V/def2-TZVPD) on a 9-piece molecular cluster, C45H68F30N10O21S10 overall.

The calculation puts the gap between HOMO and LUMO at 2.02 eV. The HOMO energy comes out at -7.32 eV. The max |F| is 10.09 eV Å⁻¹. Its LUMO energy is -5.30 eV.

Cartesian coordinates (Å):
S: 15.669 9.434 1.711
S: 17.980 8.452 1.668
S: 13.154 20.073 -5.472
S: 20.961 26.147 -12.505
S: 16.183 21.054 10.760
S: 14.307 19.663 9.653
S: 11.422 19.183 -4.102
S: 28.465 14.819 2.429
S: 22.333 24.348 -11.393
S: 27.359 12.515 2.898
F: 18.462 6.649 -0.243
F: 14.799 21.989 -4.649
F: 14.259 18.842 7.147
F: 18.551 22.294 11.449
F: 18.824 20.467 10.473
F: 18.189 22.139 9.251
F: 28.748 15.978 4.902
F: 20.682 28.662 -13.748
F: 14.054 22.284 -6.784
F: 15.360 8.582 4.121
F: 22.322 28.621 -12.309
F: 12.360 19.248 8.068
F: 30.602 16.190 3.675
F: 20.991 23.475 -9.219
F: 20.289 7.271 0.945
F: 29.489 10.701 2.998
F: 22.992 22.528 -9.517
F: 22.673 24.488 -8.634
F: 12.746 22.626 -5.087
F: 9.581 18.652 -2.259
F: 11.008 20.015 -1.456
F: 27.653 9.745 2.482
F: 13.782 21.046 7.401
F: 20.289 28.742 -11.597
F: 13.822 10.012 3.512
F: 18.906 5.823 1.856
F: 13.742 7.895 2.801
F: 27.934 10.243 4.495
F: 11.532 17.739 -1.899
F: 28.837 17.485 3.297
O: 21.642 25.670 -13.684
O: 21.567 23.393 -12.221
O: 11.693 17.798 -4.655
O: 26.102 12.503 3.685
O: 27.104 15.328 2.137
O: 18.161 8.597 3.107
O: 10.293 19.907 -4.690
O: 16.362 10.699 2.076
O: 29.434 14.659 1.363
O: 14.402 19.323 -5.619
O: 13.405 20.453 10.482
O: 12.263 19.864 -6.604
O: 23.735 24.363 -11.691
O: 18.557 9.504 0.764
O: 18.415 19.676 3.297
O: 14.590 18.223 10.036
O: 14.771 9.753 0.559
O: 19.521 25.944 -12.366
O: 15.390 22.265 10.952
O: 27.119 12.537 1.451
O: 16.218 20.089 11.856
N: 8.499 26.893 -2.695
N: 28.451 13.524 3.501
N: 19.573 18.647 0.505
N: 16.580 7.923 1.366
N: 12.595 19.990 -3.806
N: 21.660 25.939 -11.231
N: 34.462 17.725 -4.779
N: 12.672 26.538 2.822
N: 15.810 20.463 9.383
N: 21.179 9.772 10.122
C: 34.245 16.246 -4.142
C: 22.462 10.355 10.589
C: 28.179 10.662 3.266
C: 10.952 26.836 0.768
C: 13.135 26.401 1.517
C: 10.557 27.110 2.013
C: 34.853 16.067 -2.773
C: 36.383 16.439 -2.599
C: 22.259 7.279 9.803
C: 18.034 21.568 10.471
C: 9.291 25.803 -2.519
C: 19.833 10.417 12.076
C: 22.231 6.143 8.721
C: 14.556 8.908 3.168
C: 18.056 18.781 0.546
C: 29.190 16.249 3.626
C: 20.429 10.882 9.301
C: 13.617 26.305 3.948
C: 11.410 26.833 3.077
C: 19.257 11.632 11.302
C: 19.663 19.155 3.183
C: 20.099 19.165 -0.894
C: 13.631 19.731 7.897
C: 21.538 8.543 9.190
C: 18.973 6.917 0.990
C: 10.023 26.793 -0.405
C: 10.904 18.874 -2.261
C: 12.265 26.580 0.456
C: 33.555 18.835 -4.093
C: 10.042 25.709 -1.317
C: 36.015 18.164 -4.523
C: 20.285 9.198 11.272
C: 9.214 27.895 -0.678
C: 13.743 21.931 -5.495
C: 31.308 19.733 -3.290
C: 22.291 23.637 -9.542
C: 36.583 17.857 -3.077
C: 34.103 17.521 -6.228
C: 7.635 26.905 -3.886
C: 21.043 28.146 -12.552
C: 8.466 27.880 -1.812
C: 20.023 12.046 10.107
C: 32.061 18.597 -4.148
C: 20.209 19.478 1.726
C: 19.903 17.158 0.568
H: 22.502 6.504 7.729
H: 8.276 26.892 -4.767
H: 14.610 26.686 3.710
H: 20.837 12.738 10.323
H: 18.255 11.335 10.991
H: 20.694 10.766 12.647
H: 30.230 19.579 -3.327
H: 22.976 9.603 11.188
H: 7.141 27.872 -3.981
H: 13.721 25.226 3.831
H: 19.846 20.491 1.556
H: 37.654 18.004 -2.933
H: 33.790 19.811 -4.518
H: 31.777 18.730 -5.192
H: 35.940 18.384 -2.372
H: 9.217 28.676 0.068
H: 36.577 16.297 -1.536
H: 34.089 18.526 -6.649
H: 33.970 18.865 -3.085
H: 23.321 7.502 9.909
H: 21.150 18.879 -0.859
H: 36.480 17.608 -5.337
H: 33.072 17.170 -6.283
H: 22.885 10.689 9.641
H: 14.194 26.188 1.541
H: 22.043 6.873 10.791
H: 20.747 8.458 11.925
H: 19.484 12.805 9.540
H: 19.135 12.544 11.887
H: 17.843 19.792 0.198
H: 10.624 24.802 -1.244
H: 22.112 11.177 11.213
H: 12.536 26.253 -0.537
H: 18.136 19.649 4.215
H: 19.458 8.681 10.787
H: 19.112 10.304 12.885
H: 36.972 15.690 -3.127
H: 11.220 26.852 4.140
H: 33.235 15.836 -4.125
H: 31.546 19.642 -2.231
H: 19.369 16.823 1.457
H: 21.090 11.213 8.500
H: 31.717 17.619 -3.810
H: 19.897 20.217 -0.693
H: 34.760 15.023 -2.473
H: 19.573 18.138 3.565
H: 17.582 18.156 -0.211
H: 19.470 16.721 -0.332
H: 36.058 19.192 -4.881
H: 6.935 26.071 -3.818
H: 34.804 15.547 -4.764
H: 19.548 10.460 8.817
H: 20.961 16.939 0.711
H: 34.860 16.956 -6.771
H: 9.205 25.138 -3.365
H: 21.268 19.421 1.475
H: 13.217 26.721 4.872
H: 21.932 8.733 8.191
H: 22.887 5.348 9.076
H: 20.261 19.555 4.002
H: 34.316 16.572 -1.971
H: 19.484 18.727 -1.681
H: 20.476 8.342 9.049
H: 9.552 27.402 2.278
H: 31.586 20.730 -3.631
H: 17.576 18.499 1.484
H: 21.238 5.700 8.660
H: 7.848 28.737 -2.033